Entry 1:
182
Properties=species:S:1:pos:R:3:lowdin_charge:R:1 method="wB97M-V/def2-TZVPD" multiplicity=1 total_charge=0 orbital_gap_ev=9.408 smiles="O=[N+]([O-])c1ccccc1.O=[N+]([O-])c1ccccc1.O=[N+]([O-])c1ccccc1.CCCCCC.CCCCCC.CCCCCC.CCCCCC.CCCCCC.CCCCCC.CCCCCC" e_tot_ha=-2969.2813 relative_energy_kcal_mol=0.0 e_homo_ev=-10.0
O -22.681 27.927 16.129 0.074
N -22.447 28.783 16.933 -0.357
O -21.746 29.726 16.605 0.069
C -22.876 28.594 18.341 -0.122
C -23.211 27.326 18.817 0.009
C -23.502 27.216 20.181 -0.058
C -23.596 28.303 21.055 -0.043
C -23.282 29.561 20.544 -0.067
C -22.967 29.731 19.200 0.005
H -23.160 26.457 18.177 0.100
H -23.798 26.241 20.538 0.083
H -23.728 28.174 22.120 0.076
H -23.311 30.404 21.220 0.107
H -22.756 30.701 18.775 0.114
O -26.340 22.888 28.853 0.054
N -27.131 23.718 28.384 -0.324
O -27.795 24.412 29.121 0.081
C -27.256 23.861 26.908 -0.115
C -26.631 22.956 25.990 0.001
C -26.804 23.077 24.634 -0.087
C -27.647 24.089 24.139 -0.066
C -28.208 24.954 25.021 -0.089
C -28.028 24.872 26.406 -0.001
H -26.105 22.083 26.345 0.110
H -26.358 22.421 23.900 0.087
H -27.952 24.051 23.104 0.116
H -28.828 25.709 24.561 0.110
H -28.549 25.516 27.099 0.122
O -23.399 20.583 17.179 0.067
N -23.149 19.436 17.415 -0.333
O -23.430 18.941 18.500 0.067
C -22.538 18.665 16.269 -0.105
C -22.462 17.225 16.400 0.000
C -22.007 16.496 15.323 -0.076
C -21.623 17.135 14.129 -0.070
C -21.613 18.534 14.013 -0.041
C -22.028 19.299 15.148 -0.003
H -22.914 16.761 17.264 0.090
H -21.987 15.422 15.206 0.105
H -21.361 16.524 13.278 0.102
H -21.289 19.061 13.128 0.102
H -22.127 20.373 15.107 0.110
C -32.565 20.106 25.095 -0.122
C -31.283 19.408 24.590 -0.272
C -30.086 20.340 24.721 -0.217
C -28.735 19.774 24.210 -0.227
C -28.692 19.341 22.773 -0.274
C -27.266 19.211 22.341 -0.129
H -33.517 19.763 24.688 0.062
H -32.631 21.111 24.679 0.064
H -32.645 20.106 26.182 0.070
H -31.262 18.426 25.063 0.107
H -31.438 19.147 23.543 0.095
H -30.058 20.521 25.795 0.110
H -30.274 21.263 24.172 0.109
H -28.101 20.655 24.307 0.075
H -28.265 19.164 24.981 0.118
H -29.209 18.398 22.594 0.113
H -29.108 20.139 22.159 0.118
H -26.737 18.494 22.970 0.079
H -27.214 18.717 21.371 0.072
H -26.738 20.164 22.377 0.056
C -20.775 27.438 25.421 -0.091
C -21.643 28.151 26.496 -0.274
C -23.132 28.109 26.247 -0.232
C -23.542 28.724 24.884 -0.203
C -25.107 28.775 24.651 -0.231
C -25.715 27.394 24.412 -0.097
H -19.752 27.393 25.795 0.071
H -20.941 27.843 24.422 0.065
H -20.908 26.356 25.442 0.050
H -21.382 27.800 27.494 0.090
H -21.363 29.186 26.696 0.100
H -23.656 28.544 27.099 0.117
H -23.247 27.027 26.181 0.089
H -23.029 29.680 24.781 0.112
H -23.082 28.055 24.156 0.059
H -25.497 29.406 25.450 0.100
H -25.267 29.369 23.752 0.087
H -25.169 26.965 23.572 0.047
H -25.690 26.735 25.281 0.069
H -26.768 27.391 24.131 0.064
C -22.587 24.996 23.365 -0.074
C -23.930 24.464 22.833 -0.252
C -23.669 23.528 21.648 -0.226
C -24.976 22.966 21.061 -0.199
C -24.717 21.920 19.932 -0.235
C -26.001 21.257 19.408 -0.105
H -22.061 25.385 22.494 0.056
H -22.069 24.214 23.921 0.065
H -22.638 25.831 24.064 0.035
H -24.487 24.015 23.655 0.082
H -24.497 25.223 22.294 0.076
H -23.142 22.672 22.068 0.104
H -23.005 23.953 20.895 0.095
H -25.393 22.408 21.900 0.082
H -25.647 23.763 20.741 0.114
H -24.197 22.433 19.123 0.086
H -24.175 21.106 20.414 0.105
H -26.554 20.906 20.279 0.042
H -26.712 21.894 18.882 0.073
H -25.799 20.456 18.698 0.042
C -22.238 25.109 28.560 -0.110
C -22.908 23.771 28.960 -0.224
C -23.335 23.018 27.678 -0.236
C -22.216 22.427 26.826 -0.221
C -22.897 21.771 25.636 -0.268
C -21.956 21.143 24.587 -0.097
H -21.664 25.503 29.399 0.067
H -23.002 25.871 28.408 0.061
H -21.597 25.108 27.679 0.055
H -22.326 23.122 29.615 0.105
H -23.816 24.065 29.487 0.091
H -23.896 23.718 27.058 0.101
H -24.068 22.268 27.974 0.092
H -21.488 23.162 26.483 0.103
H -21.568 21.684 27.292 0.114
H -23.670 21.096 26.002 0.107
H -23.427 22.613 25.191 0.074
H -22.499 20.477 23.917 0.064
H -21.425 21.780 23.879 0.050
H -21.176 20.581 25.102 0.068
C -19.546 27.785 19.972 -0.083
C -19.764 26.511 20.861 -0.255
C -18.795 25.410 20.522 -0.228
C -19.262 24.070 21.108 -0.221
C -18.182 23.007 20.791 -0.251
C -18.504 21.525 21.150 -0.099
H -18.573 28.257 20.104 0.071
H -20.269 28.531 20.302 0.054
H -19.692 27.530 18.922 0.054
H -19.616 26.817 21.896 0.106
H -20.773 26.161 20.641 0.079
H -17.844 25.765 20.919 0.120
H -18.634 25.255 19.455 0.091
H -19.626 24.117 22.134 0.108
H -20.146 23.646 20.631 0.095
H -17.801 23.012 19.770 0.097
H -17.393 23.484 21.373 0.098
H -17.684 20.845 20.919 0.061
H -18.799 21.394 22.191 0.059
H -19.332 21.096 20.586 0.061
C -16.521 25.328 15.852 -0.102
C -17.892 25.410 16.540 -0.275
C -19.044 25.612 15.560 -0.217
C -20.470 25.428 16.144 -0.197
C -20.767 24.012 16.693 -0.255
C -22.060 23.867 17.438 -0.121
H -15.698 25.716 16.452 0.066
H -16.598 25.978 14.980 0.068
H -16.254 24.311 15.565 0.069
H -18.053 24.673 17.327 0.078
H -17.900 26.324 17.134 0.095
H -18.930 24.955 14.698 0.108
H -18.975 26.640 15.205 0.111
H -20.548 26.192 16.917 0.088
H -21.217 25.660 15.384 0.105
H -20.647 23.270 15.904 0.107
H -20.010 23.696 17.411 0.089
H -22.917 24.287 16.911 0.081
H -22.287 22.816 17.616 0.047
H -22.044 24.247 18.459 0.054
C -24.841 13.291 17.534 -0.111
C -24.989 14.669 16.816 -0.251
C -26.466 15.208 16.760 -0.182
C -26.491 16.771 16.729 -0.230
C -27.835 17.399 16.371 -0.269
C -27.961 18.859 16.865 -0.100
H -23.795 13.127 17.793 0.060
H -25.147 12.496 16.854 0.069
H -25.326 13.360 18.508 0.068
H -24.339 15.346 17.371 0.071
H -24.600 14.486 15.815 0.096
H -27.046 14.830 17.602 0.103
H -26.969 14.806 15.881 0.105
H -26.186 17.192 17.687 0.100
H -25.721 17.201 16.089 0.104
H -28.065 17.255 15.315 0.103
H -28.630 16.774 16.778 0.099
H -27.556 18.949 17.873 0.051
H -27.422 19.578 16.248 0.071
H -29.014 19.138 16.897 0.066

***

Entry 2:
40
Properties=species:S:1:pos:R:3:lowdin_charge:R:1 method="wB97M-V/def2-TZVPD" multiplicity=1 total_charge=+1 orbital_gap_ev=9.039 e_tot_ha=-767.3588 relative_energy_kcal_mol=69.7 e_homo_ev=-11.9
C 0.770 -0.235 -0.906 -0.194
N 1.605 0.937 -1.127 -0.084
C 1.337 1.650 -2.366 -0.265
C 2.261 2.877 -2.335 -0.082
C -0.615 0.126 -0.384 -0.157
N -0.427 0.864 0.853 0.002
C -1.541 1.454 1.590 0.009
H 0.739 -0.840 -1.809 0.097
H 1.254 -0.903 -0.185 0.116
H 2.555 0.738 -0.854 0.084
H 1.363 0.983 -3.252 0.097
H 0.314 1.982 -2.557 0.112
H 1.794 3.762 -1.871 0.069
H 2.390 3.202 -3.363 0.076
H 3.050 2.851 -1.577 0.072
H -1.257 -0.740 -0.447 0.107
H -1.294 0.640 -1.087 0.144
H 0.316 1.558 0.680 0.168
H 0.129 0.216 1.458 0.143
H -1.998 0.739 2.270 0.079
H -2.400 1.722 0.970 0.115
H -1.257 2.341 2.150 0.107
H -3.621 -2.082 3.892 0.051
H -2.828 -0.795 3.389 0.002
O -3.648 -1.285 3.358 -0.039
H 1.741 -0.554 3.881 0.059
H 1.295 0.986 3.409 0.041
O 1.125 0.053 3.471 -0.032
H -1.779 -2.244 2.164 0.022
H -1.891 -2.597 0.683 0.005
O -1.348 -2.093 1.317 -0.068
H 3.764 -1.247 1.061 0.062
H 3.261 0.090 1.622 0.029
O 3.448 -0.374 0.803 -0.037
H 0.681 -1.318 -3.553 -0.018
H 0.696 -1.507 -5.115 0.051
O 0.441 -0.945 -4.381 -0.036
H -2.950 -3.743 -0.992 0.072
H -4.198 -3.207 -0.466 0.041
O -3.278 -3.060 -0.393 -0.019

***

Entry 3:
32
Properties=species:S:1:pos:R:3:lowdin_charge:R:1 method="wB97M-V/def2-TZVPD" multiplicity=1 total_charge=0 orbital_gap_ev=8.334 smiles="O=C(NCc1ccccc1Cl)NC(=O)c1csc([N+](=O)[O-])c1" e_tot_ha=-1824.9558 relative_energy_kcal_mol=0.0 e_homo_ev=-9.4
O -2.271 -2.802 -0.565 0.092
C -2.293 -1.749 0.016 -0.543
N -1.486 -1.402 1.039 0.098
C -0.325 -2.182 1.421 -0.133
C 0.938 -1.383 1.225 -0.233
C 1.279 -0.403 2.152 -0.051
C 2.420 0.364 1.999 -0.085
C 3.252 0.149 0.912 -0.085
C 2.928 -0.814 -0.026 -0.114
C 1.769 -1.563 0.122 -0.606
Cl 1.371 -2.722 -1.097 0.745
N -3.276 -0.776 -0.291 0.189
C -3.237 0.588 -0.201 -0.437
O -4.235 1.265 -0.271 0.109
C -1.877 1.195 -0.086 -0.248
C -1.598 2.263 0.733 -0.315
S -0.005 2.845 0.570 1.139
C 0.295 1.664 -0.657 -0.447
N 1.557 1.662 -1.283 -0.416
O 1.741 0.867 -2.178 0.095
O 2.370 2.465 -0.869 0.044
C -0.778 0.848 -0.899 -0.003
H -1.617 -0.518 1.504 0.134
H -0.421 -2.473 2.472 0.132
H -0.325 -3.077 0.797 0.092
H 0.641 -0.252 3.011 0.117
H 2.664 1.122 2.727 0.108
H 4.146 0.740 0.787 0.113
H 3.559 -0.979 -0.885 0.111
H -4.143 -1.161 -0.651 0.167
H -2.278 2.723 1.424 0.089
H -0.770 0.062 -1.633 0.142

***

Copy entry 2 word for word.
40
Properties=species:S:1:pos:R:3:lowdin_charge:R:1 method="wB97M-V/def2-TZVPD" multiplicity=1 total_charge=+1 orbital_gap_ev=9.039 e_tot_ha=-767.3588 relative_energy_kcal_mol=69.7 e_homo_ev=-11.9
C 0.770 -0.235 -0.906 -0.194
N 1.605 0.937 -1.127 -0.084
C 1.337 1.650 -2.366 -0.265
C 2.261 2.877 -2.335 -0.082
C -0.615 0.126 -0.384 -0.157
N -0.427 0.864 0.853 0.002
C -1.541 1.454 1.590 0.009
H 0.739 -0.840 -1.809 0.097
H 1.254 -0.903 -0.185 0.116
H 2.555 0.738 -0.854 0.084
H 1.363 0.983 -3.252 0.097
H 0.314 1.982 -2.557 0.112
H 1.794 3.762 -1.871 0.069
H 2.390 3.202 -3.363 0.076
H 3.050 2.851 -1.577 0.072
H -1.257 -0.740 -0.447 0.107
H -1.294 0.640 -1.087 0.144
H 0.316 1.558 0.680 0.168
H 0.129 0.216 1.458 0.143
H -1.998 0.739 2.270 0.079
H -2.400 1.722 0.970 0.115
H -1.257 2.341 2.150 0.107
H -3.621 -2.082 3.892 0.051
H -2.828 -0.795 3.389 0.002
O -3.648 -1.285 3.358 -0.039
H 1.741 -0.554 3.881 0.059
H 1.295 0.986 3.409 0.041
O 1.125 0.053 3.471 -0.032
H -1.779 -2.244 2.164 0.022
H -1.891 -2.597 0.683 0.005
O -1.348 -2.093 1.317 -0.068
H 3.764 -1.247 1.061 0.062
H 3.261 0.090 1.622 0.029
O 3.448 -0.374 0.803 -0.037
H 0.681 -1.318 -3.553 -0.018
H 0.696 -1.507 -5.115 0.051
O 0.441 -0.945 -4.381 -0.036
H -2.950 -3.743 -0.992 0.072
H -4.198 -3.207 -0.466 0.041
O -3.278 -3.060 -0.393 -0.019